w.
# H16O8

A 8-piece molecular cluster, H16O8 overall (ωB97M-V/def2-TZVPD, the OMol25 dataset).

Structure (XYZ):
```
24
Properties=species:S:1:pos:R:3:lowdin_charge:R:1
O 0.37 -0.56 -2.86 -0.02
H -0.48 -0.94 -2.63 0.03
H 0.95 -1.31 -2.98 0.06
O -0.09 -3.21 0.84 -0.04
H -0.63 -2.48 0.55 -0.01
H 0.39 -3.47 0.06 0.05
O 2.16 -1.44 1.18 -0.08
H 1.92 -0.58 0.84 -0.02
H 1.35 -1.96 1.12 -0.03
O -1.40 2.45 1.23 -0.03
H -1.88 2.99 0.61 0.07
H -2.07 2.07 1.80 0.06
O 0.36 0.20 0.20 -0.04
H 0.09 0.51 -0.67 0.02
H -0.15 0.73 0.81 0.01
O 0.46 1.74 3.14 -0.05
H 1.22 2.32 3.20 0.04
H -0.21 2.25 2.69 -0.02
O 1.40 2.07 -2.46 -0.06
H 1.16 1.15 -2.39 -0.03
H 1.98 2.23 -1.72 0.03
O -2.05 -1.67 -0.56 -0.03
H -2.37 -2.27 -1.24 0.06
H -2.47 -0.84 -0.76 0.05
```

The gap between HOMO and LUMO is 9.450 eV. The total charge is 0. Its LUMO energy is -0.0131 hartree. The calculation puts the highest occupied orbital energy at -9.8 eV.

---

x.
# H16O8

A 8-piece molecular cluster, H16O8 overall (ωB97M-V/def2-TZVPD, the OMol25 dataset).

Structure (XYZ):
```
24
Properties=species:S:1:pos:R:3:lowdin_charge:R:1
O 1.08 -0.02 3.40 -0.05
H 0.43 -0.45 2.87 0.00
H 0.52 0.66 3.78 0.04
O 0.00 -0.55 0.62 -0.07
H -0.30 0.20 0.07 0.01
H 0.93 -0.25 0.57 -0.01
O 2.66 0.17 0.38 -0.15
H 2.62 0.92 1.10 0.13
H 3.42 -0.54 0.62 0.16
O 0.15 -2.29 -2.30 -0.12
H -0.12 -1.81 -3.15 0.06
H 0.78 -1.59 -1.99 0.00
O -1.33 0.63 -1.60 0.01
H -2.05 0.18 -1.85 0.03
H -1.16 1.24 -2.32 0.10
O -2.32 -2.00 1.56 -0.06
H -1.48 -1.76 1.31 -0.08
H -2.75 -1.12 1.83 0.08
O 1.48 0.33 -2.21 -0.14
H 2.17 0.39 -1.47 0.04
H 0.56 0.65 -1.77 0.07
O -2.11 2.34 0.48 -0.08
H -1.70 1.68 -0.22 0.04
H -1.46 2.97 0.29 -0.02
```

The gap between HOMO and LUMO is 10.448 eV. The total charge is 0. Its LUMO energy is -0.0100 hartree. The calculation puts the highest occupied orbital energy at -10.7 eV.

---

Stability summary: most stable w, least stable x.

---

w.
# C2H4

A 2-piece molecular cluster, C2H4 overall (ωB97M-V/def2-TZVPD, the OMol25 dataset).

Structure (XYZ):
```
6
Properties=species:S:1:pos:R:3:lowdin_charge:R:1
C 1.54 0.38 0.94 0.21
C -0.93 -0.17 -0.31 0.09
H 1.85 0.53 -0.03 -0.17
H -0.21 -0.36 -1.05 -0.03
H -0.67 0.52 0.47 -0.06
H -1.58 -0.89 -0.01 -0.04
```

The gap between HOMO and LUMO (alpha / beta) is 8.503 / 7.618 eV. The total charge is 0. Its LUMO energy (alpha / beta) is -0.0267 / -0.0572 hartree. The calculation puts the highest occupied orbital energy (alpha / beta) at -9.2 / -9.2 eV.

---

x.
# C2H4

C2H4 in the gas phase (ωB97M-V/def2-TZVPD, the OMol25 dataset).

Structure (XYZ):
```
6
Properties=species:S:1:pos:R:3:lowdin_charge:R:1
C -0.08 -0.07 0.64 -0.08
C 0.11 0.05 -0.67 -0.08
H -0.60 0.74 1.14 0.04
H 0.23 -0.91 1.26 0.04
H -0.36 0.88 -1.17 0.04
H 0.70 -0.68 -1.21 0.04
```

The gap between HOMO and LUMO is 11.589 eV. The total charge is 0. Its LUMO energy is 0.0533 hartree. The calculation puts the highest occupied orbital energy at -10.1 eV.

---

Stability summary: most stable x, least stable w.

---

w.
# C2H4O4S

C2H4O4S in the gas phase (ωB97M-V/def2-TZVPD, the OMol25 dataset).

Structure (XYZ):
```
11
Properties=species:S:1:pos:R:3:lowdin_charge:R:1
C 1.34 0.10 0.75 -0.23
C -1.38 0.16 -0.80 -0.14
O 0.72 1.72 -1.05 -0.34
O -0.59 1.86 1.01 -0.32
O 2.30 -0.30 -0.03 0.02
O -2.33 -0.37 0.02 -0.01
S 0.02 1.05 0.03 0.60
H 1.04 -0.71 1.38 0.09
H -1.04 -0.52 -1.59 0.10
H 2.73 0.50 -0.37 0.12
H -2.72 0.23 0.67 0.11
```

The gap between HOMO and LUMO (alpha / beta) is 8.361 / 8.242 eV. The total charge is 0. Its LUMO energy (alpha / beta) is -0.0364 / -0.0409 hartree. The calculation puts the highest occupied orbital energy (alpha / beta) at -9.4 / -9.4 eV.

---

x.
# C2H4O4S

C2H4O4S as an isolated structure (ωB97M-V/def2-TZVPD, the OMol25 dataset).

Structure (XYZ):
```
11
Properties=species:S:1:pos:R:3:lowdin_charge:R:1
C 0.81 0.27 -0.23 -0.51
C 0.08 -0.69 -1.18 -0.01
O -0.79 1.22 2.64 -0.20
O -1.81 -0.36 1.14 -0.21
O -0.19 1.35 0.13 -0.15
O 1.15 -0.34 0.94 -0.09
S -0.75 0.57 1.37 0.83
H 1.59 0.69 -0.65 0.09
H 0.17 -0.24 -2.19 0.09
H -0.89 -0.75 -0.79 0.03
H 0.63 -1.71 -1.19 0.13
```

The gap between HOMO and LUMO is 9.614 eV. The total charge is 0. Its LUMO energy is -0.0415 hartree. The calculation puts the highest occupied orbital energy at -10.7 eV.

---

Stability summary: most stable x, least stable w.